Entry 1:
Below is a cluster of 2 separate species, C42H38O3P in total at a distorted geometry, with properties calculated with ωB97M-V with the def2-TZVPD basis set.

Max |F|   1.551 eV/A
Relative energy (zero: lowest compared OMol25 entry of this formula, charge and spin)   7.1 kcal/mol
HOMO-LUMO gap   5.230 eV
DFT total energy   -2190.0441 a.u.
HOMO level   -9.970 eV
Total charge   +1

Geometry (Å):
H  -2.7071  5.2577  -0.4085
H  4.4350  -4.7014  1.3546
H  -2.6090  -0.5937  1.5116
C  -2.5909  -0.5079  -3.5817
C  2.8178  -0.5632  -1.1288
H  -3.7059  -1.5786  3.1345
H  0.3741  -2.6900  4.0298
C  -3.6268  -1.3989  -6.0670
H  3.4776  6.1579  -2.1736
H  0.3308  1.1567  -3.5281
H  -3.5562  -0.1156  -3.9034
C  1.4822  -1.9087  0.3753
C  3.8470  -1.4782  -1.0517
C  -2.4834  2.0552  0.7599
H  2.7076  1.9047  3.0938
H  2.9236  4.4459  -0.8430
C  -0.6996  -0.4858  -2.0446
H  4.8401  4.9788  -2.2754
C  -1.9621  -1.5338  -4.3295
H  -3.7957  -1.9750  -6.9765
C  -2.4671  -4.5602  4.2585
C  -1.8183  -0.0272  2.0031
H  1.4133  0.1920  6.8582
H  -0.3623  -4.9698  4.6295
C  2.3573  3.7142  -1.4187
C  0.9602  0.6547  3.0350
C  1.6041  -0.7691  -0.4483
C  -3.6706  1.5249  0.1915
C  -3.4037  -3.6012  3.8481
H  -0.3120  -2.9050  -4.4337
C  -1.6162  -1.9842  3.5201
C  -2.9830  -2.3312  3.4536
H  -2.4062  0.8495  -1.9381
C  -4.0756  3.6473  -0.9163
C  1.2815  0.3361  5.7858
C  -2.1891  3.4287  0.5739
C  -0.6838  -2.9520  3.9643
H  -2.7944  -5.5640  4.5296
C  -1.5532  1.2471  1.5173
H  2.9543  0.3269  -1.7350
O  4.6649  -3.5906  -0.4340
C  1.6370  2.7092  -0.7862
H  4.7770  -1.3430  -1.5943
C  2.1830  1.1320  5.0626
C  -4.4388  2.3224  -0.6607
H  -3.9647  0.4982  0.4073
H  -4.6876  4.2677  -1.5716
H  -0.6872  1.8128  1.8604
C  -1.1660  -0.6698  3.0770
C  -2.9656  4.2071  -0.2682
C  0.9297  1.7426  -1.5321
H  1.6267  2.6680  0.3052
H  3.0181  1.6123  5.5698
C  0.2091  -0.2761  5.1369
H  -1.3302  3.8455  1.1069
H  0.8062  -1.9910  -2.4188
C  2.5098  -2.8384  0.4724
C  2.0191  1.2912  3.6814
C  4.0599  5.5044  -2.8466
C  1.6128  2.8512  -3.5819
C  4.5468  -4.8500  0.2661
H  2.4083  -3.7205  1.1042
O  3.2077  4.5751  -3.5529
C  -1.9414  0.0211  -2.4792
C  3.6842  -2.6574  -0.2987
O  -2.4113  -1.9763  -5.5351
H  5.4946  -5.3385  0.0433
P  0.1431  0.3443  -0.6336
C  -0.0070  -0.0830  3.7465
H  0.5634  -2.0659  0.9461
H  -3.4956  -0.3325  -6.3059
C  -0.1382  -1.5674  -2.7489
H  3.7061  -5.4483  -0.1180
H  -5.3389  1.9006  -1.1187
H  -4.4692  -3.8420  3.8268
H  4.5060  6.0875  -3.6519
C  -1.1017  -4.2359  4.3129
H  -4.4731  -1.5238  -5.3688
C  2.3938  3.7549  -2.8341
C  -0.7529  -2.0922  -3.8664
H  -0.4875  -0.8961  5.7077
H  1.6249  2.9310  -4.6629
C  0.9041  1.8600  -2.9338
H  0.8863  0.7160  1.9435

Löwdin charges, unit e, in atom order: 0.12 0.09 0.11 -0.01 -0.07 0.12 0.12 -0.06 0.10 0.10 0.10 -0.10 0.01 -0.23 0.11 0.10 -0.36 0.10 -0.26 0.09 -0.05 -0.05 0.11 0.11 -0.01 -0.04 -0.38 -0.03 -0.06 0.12 -0.19 -0.01 0.09 -0.04 -0.05 -0.01 -0.02 0.11 -0.04 0.11 -0.08 -0.10 0.13 -0.05 -0.07 0.12 0.12 0.09 -0.08 -0.05 -0.37 0.10 0.11 -0.01 0.12 0.10 -0.01 -0.05 -0.06 0.01 -0.06 0.10 -0.08 -0.10 -0.26 -0.08 0.09 1.16 -0.17 0.10 0.10 -0.07 0.10 0.12 0.11 0.09 -0.05 0.10 -0.26 0.01 0.13 0.12 -0.07 0.06

=====

Entry 2:
Below is a structure of composition C26H48OP2Sn at a distorted geometry, with properties calculated with ωB97M-V with the def2-TZVPD basis set.

Max |F|   5.970 eV/A
Relative energy (zero: lowest compared OMol25 entry of this formula, charge and spin)   0.0 kcal/mol
HOMO-LUMO gap   4.108 eV
DFT total energy   -1990.9295 a.u.
HOMO level   -12.677 eV
Total charge   +2

Geometry (Å):
H  0.3003  2.9786  -4.8559
H  0.9811  -2.0261  -3.5685
H  1.7031  -3.5645  1.0845
H  5.0960  -0.4057  -1.3259
H  -1.2505  -1.8365  -4.1892
C  0.9241  -0.1781  -2.4294
C  -1.6502  -0.9150  5.0478
C  -1.2780  2.5020  1.6954
C  1.6253  2.1131  -3.4127
H  -1.7260  0.1578  4.8110
C  -2.0596  -3.0183  2.7066
H  0.9094  -0.6096  6.4238
H  -0.5458  -0.8781  -5.4924
H  0.5598  0.5110  2.2025
H  0.4828  3.1186  0.6445
C  3.7271  3.0477  -1.3602
C  -1.5074  0.2924  -3.9803
H  1.4263  -0.6098  -4.4986
H  4.7414  3.2319  -0.9784
H  3.6433  3.4558  -2.3759
C  0.5234  -2.8661  2.7139
H  1.4297  2.9315  -2.7031
H  -1.6264  2.4576  -3.7525
H  0.7156  1.3258  -5.2400
P  -4.5092  0.4687  -0.4477
H  -2.8513  -2.2628  2.8168
H  -2.6227  -1.3731  4.8416
C  -5.7868  0.5031  -1.7833
H  -4.5619  -1.8907  -1.1468
H  -1.9503  1.6381  1.7607
H  -0.0377  -3.9219  0.9490
C  -0.9277  1.6129  -3.8382
C  0.7077  -0.9718  -3.7464
H  1.2446  2.0499  2.7858
H  1.0776  -0.8557  -1.5756
H  3.4015  -2.9548  4.0573
C  -0.7630  -2.4944  3.1909
H  -2.5910  0.2082  -4.1078
H  2.8352  0.3673  -3.2385
H  -2.3742  -3.9124  3.2731
H  1.3675  0.5643  5.1762
H  -1.8008  3.3270  1.2080
H  -6.6085  -0.1437  -1.4500
H  -1.9949  -3.3078  1.6481
H  2.4819  -0.7548  5.6009
H  -3.3615  -1.6009  0.1495
H  -2.9797  -1.1450  -1.5405
C  4.9567  0.5571  -1.8378
H  -3.4935  1.7379  -2.2134
H  3.2225  -2.6267  2.3215
H  -5.4112  0.1320  -2.7428
C  -0.5875  -1.5668  4.2560
C  1.0020  1.4654  1.8833
H  -1.0533  2.8223  2.7208
C  1.4239  -0.4999  5.4594
C  0.8052  -3.8500  1.6464
C  0.4425  1.9847  -4.4030
C  2.0298  0.8569  -2.6508
H  -1.4462  -0.9980  6.1240
C  2.9616  -2.2613  3.3226
H  5.7916  1.2247  -1.5919
Sn  -0.9603  0.7108  -1.8444
C  -3.0992  1.4033  -1.2424
O  -0.1065  1.3791  -0.1730
P  3.3839  1.2538  -1.1920
H  -2.8721  2.3074  -0.6550
C  0.8052  -1.3751  4.4413
H  4.9409  0.4077  -2.9223
H  0.9806  -4.8543  2.0628
H  -6.1688  1.5251  -1.8909
C  -3.7851  -1.2041  -0.7856
C  -0.6916  -0.9043  -4.3946
C  0.0148  2.1821  0.9764
H  3.0135  3.5777  -0.7064
H  2.4910  2.4395  -4.0223
H  1.9433  1.2504  1.3575
C  1.4929  -2.1628  3.4752
H  3.4340  -1.2805  3.4712

Löwdin charges, unit e, in atom order: 0.14 0.13 0.08 0.03 0.13 -0.34 -0.02 -0.05 -0.22 0.10 0.04 0.11 0.16 0.07 0.14 -0.31 -0.18 0.11 0.05 0.04 -0.18 0.11 0.13 0.13 0.83 0.10 0.08 -0.31 0.05 0.08 0.08 -0.20 -0.19 0.09 0.09 0.13 -0.05 0.14 0.08 0.15 0.12 0.08 0.05 0.09 0.10 0.01 -0.02 -0.31 0.00 0.09 0.04 -0.18 -0.06 0.09 0.02 -0.02 -0.14 -0.44 0.10 0.02 0.04 1.39 -0.42 -0.36 0.93 -0.01 -0.12 0.04 0.11 0.04 -0.32 -0.16 -0.53 0.03 0.13 0.03 -0.10 0.11

=====

Entry 3:
Below is the molecule C21H22N2O4, with properties calculated with ωB97M-V with the def2-TZVPD basis set.

Max |F|   0.790 eV/A
Relative energy (zero: lowest compared OMol25 entry of this formula, charge and spin)   87.6 kcal/mol
HOMO-LUMO gap   7.962 eV
DFT total energy   -1223.8488 a.u.
HOMO level   -7.410 eV
Total charge   0

Geometry (Å):
C  0.8990  -5.5244  1.9541
N  1.8336  0.3605  4.5728
C  1.6336  -1.7998  -0.9598
C  1.7113  -3.7013  -3.0553
H  1.7449  -5.3096  2.6160
H  1.6926  -4.6116  -3.6528
H  -0.7929  2.8262  -4.2799
H  -0.8464  -0.0966  0.7631
C  1.4640  -3.1584  -0.7555
H  -0.8847  4.8049  0.9527
C  1.3368  -0.4548  2.5304
C  -2.4627  2.6292  -2.9568
C  -0.8432  0.9808  0.8034
H  1.0247  -3.0812  2.6138
C  -1.6354  1.6869  -0.0804
C  1.9647  -0.6770  3.7710
H  -3.8367  1.0522  -3.1806
C  1.5847  -0.9109  0.1030
H  -2.4278  1.0577  -4.3465
C  -3.2041  3.3140  -1.8306
C  1.2458  -3.6343  0.5564
O  -2.3689  3.8917  -0.8471
O  1.0936  -4.9851  0.6721
H  0.9160  2.1538  4.2862
H  2.6858  -3.2140  -3.1709
C  -2.9303  1.5265  -3.5183
C  0.7925  0.8266  2.6485
H  0.5896  4.6204  2.6057
N  1.1277  1.2520  3.8905
C  -1.2054  3.3088  -3.3986
C  -0.0379  1.6087  1.7499
H  -3.9269  2.6285  -1.3699
C  -1.6453  3.0764  -0.0352
H  -0.4625  3.2774  -2.6016
O  1.4902  -4.1124  -1.7316
C  -0.8627  3.7245  0.9190
C  -0.0775  3.0129  1.8066
H  -1.4049  4.3561  -3.6213
H  -2.2279  1.1493  -0.8014
H  -3.7551  4.1698  -2.2388
H  2.5170  -1.5404  4.0845
O  0.6711  3.6689  2.7436
H  0.8199  -6.6010  1.8106
H  0.9249  -3.0234  -3.4057
H  1.7295  0.1432  -0.0775
H  -0.0232  -5.1531  2.4144
H  1.8112  -1.4144  -1.9512
C  1.3589  -1.3663  1.3926
C  1.1989  -2.7377  1.6066

Löwdin charges, unit e, in atom order: -0.09 0.04 -0.01 -0.09 0.10 0.09 0.08 0.12 -0.20 0.13 -0.13 -0.36 -0.01 0.11 0.00 -0.11 0.07 -0.04 0.06 -0.17 -0.19 -0.04 -0.07 0.15 0.10 0.05 -0.14 0.12 0.03 -0.04 -0.09 0.13 -0.27 0.08 -0.07 0.06 -0.24 0.09 0.10 0.14 0.11 0.05 0.09 0.10 0.12 0.10 0.10 -0.20 0.04